Computed, not measured: a structure of composition C42H105BCdF4N7O4S at a distorted geometry, with ωB97M-V with the def2-TZVPD basis set.

Each line ends with the Mulliken charge.
Geometry (Å):
Cd  -1.802  2.372  0.752  2.32
S  -2.055  3.969  -1.239  1.22
O  -1.728  4.205  0.121  -1.04
O  -1.027  4.240  -2.192  -0.76
O  -2.421  2.566  -1.081  -1.04
O  -3.123  4.785  -1.794  -0.82
B  -0.259  0.773  1.386  1.63
F  -1.469  0.150  1.355  -0.38
F  -0.484  1.840  2.172  -1.02
F  0.769  0.024  1.888  -0.13
F  -0.196  1.234  0.086  -0.55
C  -4.722  -1.657  -4.762  -1.57
C  -3.666  -1.921  -3.668  0.35
N  -2.318  -1.513  -4.167  0.16
C  -2.005  -2.210  -5.474  -0.60
C  -0.675  -1.683  -6.024  -1.22
C  -1.335  -1.666  -3.083  0.28
C  -1.673  -0.749  -1.927  -0.69
H  -4.780  -2.466  -5.489  0.35
H  -4.479  -0.756  -5.325  0.37
H  -5.727  -1.570  -4.349  0.43
H  -3.960  -1.352  -2.786  0.01
H  -3.720  -2.989  -3.456  0.06
H  -2.797  -2.028  -6.201  0.51
H  -1.874  -3.264  -5.228  0.32
H  0.189  -2.101  -5.507  0.19
H  -0.632  -0.601  -5.898  0.29
H  -0.533  -1.962  -7.068  0.50
H  -1.297  -2.694  -2.724  0.36
H  -0.360  -1.315  -3.421  -0.50
H  -0.769  -0.637  -1.329  -0.52
H  -1.901  0.252  -2.293  0.59
H  -2.426  -1.223  -1.298  0.18
C  -5.746  3.514  2.058  -1.52
C  -4.432  3.390  1.287  -1.43
N  -3.486  2.351  1.831  1.70
C  -4.213  1.046  1.863  -0.43
C  -4.609  0.552  0.465  -1.54
C  -3.098  2.587  3.214  1.02
C  -2.375  3.914  3.241  -1.56
H  -6.143  4.517  1.899  0.45
H  -5.492  3.538  3.118  0.29
H  -6.494  2.740  1.885  0.26
H  -4.788  3.084  0.303  0.36
H  -3.916  4.345  1.184  0.75
H  -3.523  0.330  2.310  0.15
H  -5.106  1.118  2.485  0.63
H  -3.910  0.782  -0.339  0.07
H  -4.606  -0.538  0.484  0.38
H  -5.634  0.797  0.186  0.40
H  -2.338  1.846  3.466  -1.49
H  -3.882  2.518  3.968  0.59
H  -1.939  4.136  4.215  0.35
H  -3.105  4.716  3.135  0.45
H  -1.528  4.057  2.570  0.00
C  5.738  -3.559  -3.095  -1.51
C  4.506  -2.853  -2.510  0.25
N  3.911  -3.502  -1.349  0.08
C  2.968  -2.562  -0.701  1.34
C  3.681  -1.457  0.152  -0.87
C  3.227  -4.757  -1.736  -0.14
C  2.916  -5.610  -0.479  -1.08
H  6.119  -2.996  -3.947  0.38
H  5.410  -4.534  -3.457  0.38
H  6.542  -3.674  -2.369  0.34
H  4.922  -1.913  -2.148  -0.08
H  3.764  -2.589  -3.263  0.14
H  2.292  -2.091  -1.414  -0.31
H  2.272  -3.145  -0.098  -0.95
H  2.936  -0.871  0.691  0.05
H  4.369  -1.905  0.869  0.28
H  4.213  -0.705  -0.431  0.22
H  3.826  -5.417  -2.364  0.37
H  2.304  -4.610  -2.296  0.15
H  3.793  -5.856  0.120  0.28
H  2.512  -6.560  -0.826  0.45
H  2.146  -5.116  0.114  0.08
C  -1.856  3.339  7.360  -1.02
C  -1.719  1.852  7.480  -0.70
N  -1.115  1.216  6.326  0.68
C  0.304  1.582  6.142  -0.20
C  1.207  0.842  7.191  -1.38
C  -1.464  -0.168  6.243  -1.06
C  -1.027  -0.776  4.931  -0.82
H  -0.877  3.802  7.240  0.29
H  -2.376  3.657  8.263  0.44
H  -2.462  3.581  6.487  0.04
H  -1.261  1.583  8.432  0.32
H  -2.738  1.487  7.609  0.43
H  0.571  1.276  5.130  -0.16
H  0.435  2.661  6.210  0.54
H  1.454  -0.179  6.897  0.30
H  2.166  1.357  7.244  0.43
H  0.712  0.770  8.159  0.25
H  -2.550  -0.230  6.311  0.34
H  -1.095  -0.727  7.102  0.44
H  -1.282  -0.110  4.107  0.28
H  -1.456  -1.774  4.844  0.20
H  0.049  -0.925  4.838  0.31
C  4.561  2.312  1.011  -1.85
C  3.302  2.683  0.233  0.83
N  2.986  4.114  0.289  0.14
C  2.900  4.623  1.672  -1.41
C  1.672  4.048  2.489  0.00
C  1.818  4.364  -0.585  0.87
C  1.551  5.823  -0.778  -1.84
H  4.430  2.288  2.093  0.32
H  5.434  2.957  0.908  0.42
H  4.907  1.309  0.761  0.40
H  3.526  2.398  -0.795  0.36
H  2.471  2.038  0.515  -0.43
H  2.755  5.702  1.625  0.49
H  3.840  4.487  2.206  0.40
H  1.691  2.958  2.503  -0.10
H  0.722  4.404  2.090  0.06
H  1.778  4.404  3.513  0.51
H  1.928  3.944  -1.586  0.03
H  0.938  3.922  -0.119  -0.40
H  1.443  6.274  0.208  0.32
H  2.397  6.308  -1.266  0.41
H  0.653  5.969  -1.380  0.42
C  -3.167  -5.434  2.907  -1.60
C  -2.296  -4.252  2.369  0.06
N  -1.399  -4.618  1.255  0.25
C  -0.583  -3.455  0.853  0.01
C  0.607  -3.175  1.893  -1.15
C  -2.047  -5.255  0.163  -1.08
C  -3.020  -4.353  -0.604  -0.51
H  -3.601  -5.230  3.886  0.44
H  -2.402  -6.209  2.953  0.38
H  -4.006  -5.695  2.261  0.30
H  -2.947  -3.412  2.128  0.06
H  -1.687  -3.886  3.196  0.32
H  -0.097  -3.693  -0.094  0.50
H  -1.209  -2.573  0.722  -0.06
H  1.134  -4.118  2.040  0.49
H  1.263  -2.379  1.541  -0.06
H  0.295  -2.891  2.898  0.18
H  -2.536  -6.148  0.551  0.51
H  -1.320  -5.633  -0.557  0.43
H  -3.767  -3.863  0.020  0.24
H  -3.506  -5.033  -1.304  0.55
H  -2.488  -3.610  -1.199  -0.15
C  5.544  0.103  -4.884  -1.27
C  4.251  -0.155  -5.608  -0.33
N  3.160  0.685  -5.061  0.23
C  2.618  0.038  -3.829  0.46
C  1.588  0.963  -3.055  -0.98
C  2.167  0.921  -6.100  -0.06
C  2.527  1.985  -7.078  -1.64
H  5.760  1.157  -5.062  0.35
H  6.273  -0.527  -5.395  0.36
H  5.539  -0.195  -3.836  0.16
H  4.476  0.061  -6.653  0.48
H  3.960  -1.205  -5.637  0.28
H  2.228  -0.960  -4.028  -0.07
H  3.457  -0.156  -3.160  -0.32
H  1.891  2.009  -3.085  0.46
H  0.633  0.855  -3.569  0.24
H  1.487  0.661  -2.012  -0.02
H  1.251  1.219  -5.589  0.32
H  1.889  0.019  -6.646  0.18
H  2.982  2.876  -6.643  0.34
H  1.698  2.404  -7.648  0.45
H  3.328  1.606  -7.712  0.33

Output
charge	-1
calculated total energy	-90827.136	eV
orbital gap	6.9517	eV
spin multiplicity	1

---

Computed, not measured: a cluster of 8 separate species, C42H105ClN7O18 in total at a distorted geometry, with ωB97M-V with the def2-TZVPD basis set.

Each line ends with the Mulliken spin population.
Geometry (Å):
Cl  1.607  -12.841  6.254  -0.04
O  1.352  -11.415  6.377  0.37
O  2.004  -13.274  7.587  0.54
O  0.360  -13.390  5.906  0.13
O  2.604  -13.268  5.296  -0.01
C  0.325  -13.634  10.613  0.00
O  1.324  -14.600  10.177  0.01
C  0.922  -15.968  10.348  0.00
C  0.865  -16.368  11.793  0.00
N  2.255  -16.448  12.319  0.00
C  2.313  -17.021  13.747  0.00
C  1.730  -18.451  13.979  0.00
O  1.988  -18.740  15.292  0.00
C  1.809  -20.062  15.579  0.00
H  -0.655  -14.080  10.447  0.00
H  0.322  -12.690  10.069  0.00
H  0.314  -13.328  11.659  0.00
H  1.585  -16.617  9.776  0.00
H  -0.091  -16.031  9.952  0.00
H  0.247  -17.261  11.696  0.00
H  0.217  -15.617  12.245  0.00
H  2.748  -17.216  11.886  0.00
H  1.741  -16.385  14.422  0.00
H  3.316  -17.025  14.174  0.00
H  2.180  -19.146  13.270  0.00
H  0.659  -18.526  13.787  0.00
H  2.193  -20.367  16.553  0.00
H  2.330  -20.717  14.880  0.00
H  0.749  -20.303  15.502  0.00
C  10.888  -16.513  3.059  0.00
O  9.775  -17.169  3.445  0.00
C  9.727  -18.559  2.975  0.00
C  8.339  -19.136  3.307  0.00
N  7.248  -18.353  2.651  0.00
C  5.840  -18.778  2.973  0.00
C  4.793  -17.691  2.519  0.00
O  5.094  -16.395  3.046  0.00
C  3.922  -15.621  2.914  0.00
H  11.798  -17.105  3.160  0.00
H  11.030  -15.637  3.692  0.00
H  10.834  -16.125  2.042  0.00
H  10.473  -19.280  3.312  0.00
H  9.737  -18.542  1.886  0.00
H  8.202  -19.280  4.378  0.00
H  8.289  -20.163  2.946  0.00
H  7.345  -17.383  2.915  0.00
H  5.644  -18.862  4.042  0.00
H  5.626  -19.784  2.610  0.00
H  3.804  -18.063  2.790  0.00
H  4.835  -17.580  1.435  0.00
H  4.157  -14.660  3.372  0.00
H  3.060  -16.075  3.402  0.00
H  3.658  -15.523  1.861  0.00
C  -1.579  -15.994  6.707  0.00
O  -2.230  -17.193  6.839  0.00
C  -3.095  -17.559  5.750  0.00
C  -2.436  -17.625  4.371  0.00
N  -3.481  -17.844  3.371  0.00
C  -3.050  -18.289  2.029  0.00
C  -2.396  -19.682  2.002  0.00
O  -2.471  -20.170  0.675  0.00
C  -2.223  -21.581  0.558  0.00
H  -1.336  -15.534  7.665  0.00
H  -2.100  -15.290  6.058  0.00
H  -0.646  -16.170  6.173  0.00
H  -3.884  -16.806  5.733  0.00
H  -3.486  -18.520  6.084  0.00
H  -1.669  -18.398  4.318  0.00
H  -1.939  -16.674  4.185  0.00
H  -3.942  -16.945  3.330  0.00
H  -2.461  -17.508  1.548  0.00
H  -3.961  -18.304  1.430  0.00
H  -2.879  -20.389  2.677  0.00
H  -1.372  -19.575  2.361  0.00
H  -2.270  -21.935  -0.472  0.00
H  -3.078  -22.112  0.978  0.00
H  -1.240  -21.744  1.000  0.00
C  2.452  -11.008  10.827  0.01
O  2.791  -12.278  11.415  0.00
C  2.909  -12.197  12.890  0.00
C  3.602  -13.442  13.481  0.00
N  4.740  -13.865  12.636  0.00
C  5.503  -15.008  13.200  0.00
C  6.762  -15.285  12.431  0.00
O  6.535  -15.417  11.034  0.00
C  7.768  -15.750  10.404  0.00
H  1.521  -10.662  11.277  0.00
H  2.289  -11.261  9.780  -0.01
H  3.196  -10.228  10.987  0.00
H  1.905  -12.059  13.292  0.00
H  3.502  -11.321  13.156  0.00
H  2.890  -14.247  13.664  0.00
H  4.026  -13.345  14.480  0.00
H  5.274  -13.017  12.515  0.00
H  4.888  -15.907  13.163  0.00
H  5.778  -14.925  14.252  0.00
H  7.061  -16.267  12.798  0.00
H  7.444  -14.479  12.698  0.00
H  8.081  -16.660  10.916  0.00
H  8.560  -15.012  10.530  0.00
H  7.664  -16.047  9.360  0.00
C  0.627  -14.130  2.360  0.00
O  -0.042  -13.535  1.252  0.00
C  0.250  -12.135  1.090  0.00
C  0.109  -11.316  2.360  0.00
N  -0.019  -9.905  1.958  0.00
C  -0.586  -9.092  3.061  0.00
C  -0.394  -7.642  2.719  0.00
O  0.989  -7.292  2.656  0.00
C  1.255  -5.932  2.341  0.00
H  0.437  -15.204  2.371  0.00
H  0.364  -13.676  3.315  0.00
H  1.690  -14.021  2.145  0.00
H  -0.363  -11.856  0.233  0.00
H  1.257  -12.125  0.671  0.00
H  0.953  -11.493  3.027  0.00
H  -0.823  -11.620  2.835  0.00
H  0.928  -9.592  1.799  0.00
H  -0.102  -9.206  4.031  0.00
H  -1.642  -9.310  3.222  0.00
H  -0.861  -7.067  3.519  0.00
H  -0.879  -7.402  1.772  0.00
H  0.996  -5.230  3.134  0.00
H  0.805  -5.524  1.436  0.00
H  2.321  -5.753  2.200  0.00
C  -0.396  -6.045  6.477  0.00
O  0.847  -6.573  7.009  0.00
C  1.384  -7.592  6.187  0.00
C  2.656  -8.194  6.898  0.00
N  3.615  -7.227  7.427  0.00
C  4.260  -6.346  6.466  0.00
C  5.038  -5.183  6.975  0.00
O  4.276  -4.096  7.330  0.00
C  5.110  -3.030  7.812  0.00
H  -0.644  -5.167  7.073  0.00
H  -1.289  -6.642  6.663  0.00
H  -0.305  -5.765  5.428  0.00
H  1.796  -7.128  5.291  0.00
H  0.752  -8.426  5.882  0.00
H  3.143  -8.823  6.154  0.00
H  2.141  -8.837  7.612  0.00
H  3.222  -6.596  8.111  0.00
H  3.524  -5.957  5.762  0.00
H  4.943  -6.978  5.900  0.00
H  5.713  -4.810  6.205  0.00
H  5.681  -5.483  7.803  0.00
H  4.472  -2.161  7.974  0.00
H  5.844  -2.651  7.100  0.00
H  5.727  -3.352  8.651  0.00
C  4.825  -11.206  7.605  -0.01
O  5.247  -12.556  7.662  0.01
C  6.297  -12.770  6.743  0.00
C  7.019  -14.057  7.174  0.00
N  6.209  -15.200  7.446  0.00
C  5.406  -15.634  6.247  0.00
C  4.401  -16.733  6.485  0.00
O  3.317  -16.194  7.283  0.01
C  2.164  -16.953  7.211  0.00
H  4.167  -11.024  6.755  0.00
H  5.667  -10.513  7.609  0.00
H  4.211  -10.863  8.437  0.00
H  7.072  -12.017  6.888  0.00
H  5.970  -12.878  5.709  0.00
H  7.506  -13.820  8.120  0.00
H  7.756  -14.324  6.417  0.00
H  6.932  -15.905  7.431  0.00
H  6.094  -15.918  5.450  0.00
H  4.828  -14.810  5.830  0.00
H  4.752  -17.612  7.025  0.00
H  4.180  -17.179  5.515  0.00
H  2.164  -17.868  7.802  0.00
H  1.973  -17.284  6.190  0.00
H  1.257  -16.396  7.444  0.00

Output
charge	0
⟨S²⟩	0.7632
calculated total energy	-105039.988	eV
orbital gap (spin up / spin down)	8.4900 / 2.8332	eV
spin multiplicity	2